Computed, not measured: a 2-piece molecular cluster, C2H2NO3 overall, with the ωB97M-V functional and the def2-TZVPD basis.

Computed properties:
energy above the lowest of the compared OMol25 structures with the same formula, charge and spin = 345.7 kJ/mol
HOMO-LUMO gap (alpha / beta) = 7.1017 / 7.1022 eV
energy = -9738.0700 eV
charge = -1

Element x y z (Å)
C -1.312 0.546 0.512
C -0.125 2.765 -1.327
N -0.255 1.334 0.375
O 0.998 2.698 -1.653
O -1.232 3.140 -1.467
O 0.566 1.518 1.321
H -1.329 -0.308 1.367
H -2.051 0.572 -0.324

Atoms 1-3, force components in eV/Å:
0.821 -1.305 0.468
-0.264 -0.371 -0.403
-2.014 0.240 0.226